Record 1
{"formula": "C16H14N7O7Pt", "method": "the ωB97M-V functional and the def2-TZVPD basis", "spin_multiplicity": 5, "orbital_gap_ev": [7.626, 4.759], "total_charge": 3, "species": ["Pt", "C", "C", "C", "C", "N", "C", "C", "C", "C", "C", "C", "N", "H", "H", "H", "H", "H", "H", "H", "H", "N", "N", "H", "H", "H", "H", "O", "N", "O", "C", "C", "C", "C", "O", "C", "C", "N", "O", "O", "N", "O", "O", "H", "H"], "xyz": [[-0.07, 0.60, 0.01], [-1.99, 3.59, 2.56], [-1.61, 4.78, 1.97], [-0.85, 4.76, 0.81], [-0.46, 3.54, 0.28], [-0.80, 2.39, 0.89], [-1.56, 2.40, 1.99], [0.30, 3.38, -0.97], [0.75, 4.42, -1.76], [1.43, 4.14, -2.94], [1.62, 2.82, -3.32], [1.14, 1.82, -2.50], [0.51, 2.09, -1.35], [-2.60, 3.56, 3.45], [-1.93, 5.73, 2.39], [-0.58, 5.69, 0.32], [-1.84, 1.44, 2.40], [0.58, 5.44, -1.47], [1.78, 4.94, -3.57], [2.13, 2.56, -4.24], [1.25, 0.77, -2.76], [3.58, -0.15, 0.94], [2.54, -0.12, 1.74], [3.76, -1.03, 0.46], [4.34, 0.51, 1.07], [2.59, 0.54, 2.51], [2.16, -1.05, 1.95], [-3.36, -6.30, -0.66], [-2.19, -6.36, -0.42], [-1.49, -7.33, -0.30], [-1.50, -5.05, -0.25], [-2.28, -3.88, -0.31], [-1.67, -2.68, -0.12], [-0.23, -2.57, 0.12], [0.38, -1.50, 0.23], [0.50, -3.85, 0.18], [-0.11, -5.04, -0.02], [1.96, -3.86, 0.46], [2.48, -2.82, 0.86], [2.52, -4.90, 0.29], [-2.53, -1.48, -0.16], [-2.09, -0.39, 0.26], [-3.65, -1.62, -0.52], [-3.35, -3.97, -0.50], [0.43, -5.98, 0.01]], "mulliken_spin": [1.508, 0.010, -0.006, 0.007, 0.016, 0.166, -0.015, -0.007, 0.004, 0.009, 0.006, 0.003, 0.169, 0.000, 0.000, 0.001, 0.005, 0.002, 0.000, 0.000, 0.006, 0.569, 0.465, -0.016, -0.013, -0.013, 0.001, 0.031, -0.020, 0.015, 0.266, 0.041, 0.070, 0.127, 0.278, 0.163, 0.020, -0.015, -0.001, 0.033, -0.001, 0.025, 0.082, 0.004, 0.005]}



Record 2
{"formula": "H80O40", "method": "the ωB97M-V functional and the def2-TZVPD basis", "orbital_gap_ev": 9.991, "species": ["H", "H", "O", "H", "H", "O", "H", "H", "O", "H", "H", "O", "H", "H", "O", "H", "O", "H", "O", "H", "H", "O", "H", "H", "O", "H", "H", "O", "H", "H", "O", "H", "O", "H", "H", "O", "H", "H", "O", "H", "H", "O", "H", "H", "O", "H", "H", "O", "H", "H", "O", "H", "O", "H", "H", "O", "H", "O", "H", "H", "O", "H", "H", "O", "H", "H", "O", "H", "H", "O", "H", "H", "O", "H", "H", "O", "H", "H", "O", "H", "H", "O", "H", "H", "O", "H", "H", "O", "H", "O", "H", "H", "O", "H", "H", "H", "H", "H", "H", "O", "H", "H", "O", "H", "H", "O", "H", "H", "O", "H", "H", "O", "H", "H", "O", "H", "H", "O", "H", "H"], "xyz": [[0.10, 0.66, 3.28], [1.39, 0.27, 3.52], [0.98, 0.90, 2.89], [-1.05, -4.46, -3.43], [0.01, -5.37, -3.47], [-0.77, -5.23, -2.91], [-2.16, 2.05, -0.51], [-3.38, 2.66, -1.23], [-3.13, 2.09, -0.50], [-1.54, 5.15, -0.72], [-1.10, 4.19, 0.40], [-1.30, 4.25, -0.54], [-4.74, 1.29, -0.89], [-6.20, 0.90, -0.72], [-5.62, 1.45, -1.26], [1.03, -4.83, -0.10], [1.00, -4.40, -0.96], [2.64, 3.24, 2.04], [3.38, 2.76, 2.40], [3.77, -2.17, -0.79], [2.71, -3.21, -1.53], [3.61, -2.98, -1.28], [5.05, 2.05, 0.34], [6.52, 1.73, 0.25], [5.92, 2.46, 0.47], [3.25, 4.67, -0.47], [2.70, 5.66, -1.63], [2.91, 5.54, -0.71], [-1.85, -2.32, 2.43], [-1.63, -1.10, 1.47], [-1.55, -1.41, 2.37], [0.66, 4.14, -0.60], [1.29, 3.48, -0.94], [0.45, -0.04, -3.98], [1.73, 0.60, -3.53], [1.05, 0.68, -4.22], [-4.41, -4.46, 0.33], [-3.01, -4.76, 0.67], [-3.61, -4.00, 0.60], [-2.77, 0.10, -3.48], [-1.62, -0.03, -2.60], [-1.85, -0.25, -3.53], [-0.19, 3.15, -5.83], [0.80, 2.33, -4.89], [0.29, 3.16, -4.99], [-0.73, -2.64, 5.77], [-1.99, -2.02, 5.14], [-1.12, -1.80, 5.49], [4.63, -3.07, 1.68], [5.57, -3.88, 2.50], [4.62, -3.73, 2.38], [2.69, -1.05, 0.51], [2.16, -0.68, -0.20], [3.30, 0.74, 5.58], [2.67, 1.40, 4.32], [2.88, 0.55, 4.73], [-3.65, -2.87, 2.76], [-3.43, -3.22, 3.65], [-2.71, 3.71, -3.39], [-1.39, 2.95, -3.44], [-1.94, 3.50, -2.84], [5.74, -0.04, 0.22], [6.68, 0.20, -1.08], [6.52, -0.29, -0.27], [0.49, -1.49, 2.65], [1.54, -0.96, 1.65], [1.33, -1.71, 2.22], [-4.68, -2.38, -0.09], [-6.04, -1.70, -0.31], [-5.30, -1.76, 0.30], [-0.98, 5.14, -2.97], [-1.32, 6.40, -2.01], [-0.65, 5.89, -2.45], [-2.94, -5.86, -2.62], [-3.03, -4.28, -2.37], [-3.47, -5.07, -2.69], [3.63, 3.67, -3.25], [2.73, 3.73, -4.50], [3.34, 4.25, -3.96], [3.09, 1.75, 0.77], [2.45, 2.43, -0.65], [3.20, 1.96, -0.19], [-2.94, -1.77, -4.26], [-3.52, -3.19, -4.04], [-3.42, -2.32, -3.63], [1.91, 5.31, 0.86], [0.76, 5.93, 1.62], [1.15, 5.07, 1.42], [-1.66, -5.05, 2.19], [-2.37, -5.55, 2.63], [-1.21, -0.42, -0.03], [-0.12, 0.07, -1.03], [-1.04, 0.17, -0.77], [2.46, 0.23, -0.36], [0.14, -3.96, -0.94], [-4.05, -3.97, 3.58], [4.28, 3.06, 2.23], [1.49, 3.77, -1.84], [-2.74, -4.81, 3.15], [0.23, -4.10, 1.87], [0.68, -4.66, 2.51], [0.93, -3.43, 1.77], [-1.66, 0.73, 4.14], [-1.94, -0.16, 4.40], [-1.55, 1.21, 4.97], [5.16, -0.96, 4.28], [4.76, -0.28, 3.73], [4.55, -1.67, 4.05], [4.33, -1.40, -3.38], [4.40, -2.34, -3.53], [3.79, -1.43, -2.57], [-5.08, 0.30, 3.65], [-4.68, -0.29, 2.99], [-4.30, 0.78, 3.95], [-3.80, 1.56, -4.03], [-3.53, 2.19, -3.37], [-4.75, 1.38, -3.96], [-3.59, 0.19, 1.35], [-3.90, 0.68, 0.55], [-2.85, 0.77, 1.59]], "lowdin_charge": [0.018, 0.016, -0.089, 0.044, 0.062, -0.065, 0.037, 0.032, -0.070, 0.027, 0.065, -0.067, -0.011, 0.036, -0.055, 0.029, -0.056, 0.029, -0.039, 0.000, 0.026, -0.056, -0.023, 0.011, -0.063, 0.038, 0.052, -0.043, 0.028, 0.020, -0.024, 0.032, -0.065, 0.043, 0.052, -0.040, 0.067, 0.039, -0.059, 0.018, 0.010, -0.090, 0.049, 0.001, -0.061, 0.052, 0.015, -0.045, 0.015, 0.049, -0.051, 0.029, -0.049, 0.065, 0.026, -0.063, 0.048, -0.049, 0.068, 0.062, -0.058, 0.016, 0.054, -0.035, 0.022, 0.007, -0.073, 0.006, 0.041, -0.047, 0.018, 0.031, -0.057, 0.030, -0.001, -0.064, 0.030, 0.019, -0.039, 0.039, 0.011, -0.110, 0.019, 0.022, -0.070, 0.010, 0.055, -0.054, -0.002, -0.074, 0.028, 0.048, -0.008, 0.022, 0.032, 0.073, 0.052, 0.053, -0.006, -0.072, 0.071, 0.018, -0.052, 0.012, 0.070, -0.073, 0.008, 0.018, -0.076, 0.033, -0.016, -0.079, 0.000, 0.006, -0.033, -0.008, 0.071, -0.075, 0.019, 0.043]}



Record 3
{"formula": "C16H31BFN9O15", "method": "the ωB97M-V functional and the def2-TZVPD basis", "orbital_gap_ev": 8.627, "smiles": "C[C@H](F)CB(OC#N)c1cccnc1.C[N+](=O)[O-].C[N+](=O)[O-].C[N+](=O)[O-].C[N+](=O)[O-].C[N+](=O)[O-].C[N+](=O)[O-].C[N+](=O)[O-]", "species": ["C", "C", "F", "C", "B", "O", "C", "N", "C", "C", "C", "C", "N", "C", "H", "H", "H", "H", "H", "H", "H", "H", "H", "H", "C", "N", "O", "O", "H", "H", "H", "C", "N", "O", "O", "H", "H", "H", "C", "N", "O", "O", "H", "H", "H", "C", "N", "O", "O", "H", "H", "H", "C", "N", "O", "O", "H", "H", "H", "C", "N", "O", "O", "H", "H", "H", "C", "N", "O", "O", "H", "H", "H"], "xyz": [[6.23, -2.12, -1.77], [5.50, -0.67, -1.59], [6.43, 0.29, -0.99], [4.27, -0.90, -0.58], [3.00, 0.11, -0.85], [3.18, 1.56, -0.98], [3.39, 2.11, 0.31], [3.39, 2.57, 1.43], [1.53, -0.62, -0.91], [0.81, -0.71, -2.30], [-0.57, -1.49, -2.19], [-0.94, -1.99, -0.77], [-0.27, -1.85, 0.48], [0.97, -1.17, 0.43], [5.46, -2.95, -2.00], [6.67, -2.39, -0.74], [7.01, -2.12, -2.61], [5.21, -0.30, -2.63], [3.91, -1.99, -0.72], [4.55, -0.81, 0.53], [1.23, -0.30, -3.28], [-1.23, -1.67, -3.10], [-1.93, -2.59, -0.73], [1.59, -1.03, 1.40], [-2.27, -3.91, -5.93], [-1.45, -3.32, -4.83], [-0.75, -2.36, -5.11], [-1.54, -3.85, -3.73], [-2.09, -3.35, -6.84], [-1.96, -4.95, -6.05], [-3.32, -3.84, -5.63], [3.31, 1.11, 4.49], [3.30, -0.31, 4.94], [4.00, -0.61, 5.90], [2.59, -1.08, 4.32], [3.99, 1.67, 5.14], [3.66, 1.12, 3.46], [2.29, 1.49, 4.58], [-1.02, -2.68, 3.78], [-2.50, -2.81, 3.76], [-3.09, -2.70, 4.82], [-3.02, -3.01, 2.67], [-0.70, -2.49, 4.81], [-0.61, -3.61, 3.40], [-0.76, -1.84, 3.14], [-1.43, 2.65, 5.20], [-0.20, 2.14, 4.53], [0.68, 2.95, 4.28], [-0.16, 0.94, 4.29], [-1.33, 3.72, 5.36], [-2.27, 2.43, 4.54], [-1.52, 2.12, 6.15], [-3.06, 1.25, -4.03], [-3.97, 0.08, -3.98], [-5.02, 0.16, -4.61], [-3.62, -0.87, -3.31], [-3.50, 2.02, -4.66], [-2.93, 1.62, -3.01], [-2.11, 0.91, -4.45], [-5.46, -0.08, -7.86], [-4.23, -0.62, -8.52], [-3.35, 0.18, -8.79], [-4.20, -1.82, -8.74], [-5.35, 0.99, -7.73], [-6.30, -0.31, -8.52], [-5.56, -0.58, -6.90], [0.03, 6.53, 7.45], [-0.85, 5.49, 8.03], [-0.77, 5.30, 9.24], [-1.59, 4.90, 7.27], [0.64, 6.97, 8.24], [0.67, 6.05, 6.70], [-0.61, 7.28, 6.99]], "lowdin_charge": [-0.071, -0.299, -0.086, -0.066, -0.309, 0.082, -0.185, 0.166, -0.068, 0.032, -0.025, -0.103, 0.015, -0.065, 0.088, 0.095, 0.082, 0.146, 0.118, 0.136, 0.102, 0.036, 0.116, 0.121, 0.053, -0.427, 0.040, 0.061, 0.093, 0.103, 0.105, 0.036, -0.439, 0.059, 0.035, 0.099, 0.067, 0.054, 0.030, -0.444, 0.050, 0.048, 0.094, 0.101, 0.071, 0.045, -0.427, 0.048, 0.059, 0.068, 0.107, 0.108, 0.051, -0.426, 0.049, 0.059, 0.096, 0.106, 0.100, 0.037, -0.443, 0.061, 0.048, 0.096, 0.103, 0.080, 0.046, -0.432, 0.079, 0.036, 0.097, 0.102, 0.103]}



Computed E_tot, in the same sequence as the records: -44788.2088, -83198.8743, -64587.4390 eV.
Computed largest force on an atom, in the same sequence as the records: 0.015, 0.037, 0.121 hartree/bohr.
Computed energy relative to the best compared isomer or geometry (same formula, charge and spin), in the same sequence as the records: 1.742, 6.941, 3.511 eV.